# C45H54N8O4

A cluster of 8 separate species, C45H54N8O4 in total (ωB97M-V/def2-TZVPD, the Open Molecules 2025 dataset).

The value obtained for the orbital gap is 0.3582 Eh. The value obtained for the HOMO energy is -9.305 eV. The calculation puts the energy relative to the best compared isomer or geometry (same formula, charge and spin) at 0.975 eV. Its SMILES is [H]/N=C/COC(=O)OOC[C@H](C)CC(C)C.c1ccncc1.c1ccncc1.c1ccncc1.c1ccncc1.c1ccncc1.c1ccncc1.c1ccncc1. Its spin multiplicity is 1.

```
111
Properties=species:S:1:pos:R:3:forces:R:3
C -5.7225 -1.8426 -1.9954 -0.527 0.058 0.223
C -5.1507 -0.5011 -1.5878 0.704 0.046 0.341
C -4.8958 -0.4632 -0.0692 -0.876 -0.129 -0.410
C -3.8865 -0.0146 -2.3432 -0.731 -0.492 -0.413
C -3.3933 -0.7995 -3.5602 0.836 0.558 -0.596
C -2.7539 0.2111 -4.5477 -0.166 -0.097 0.059
C -2.3240 -1.8323 -3.1844 -0.523 0.260 0.472
O -2.5846 -3.1767 -3.5714 0.242 -0.292 -0.309
O -3.1795 -3.9232 -2.4951 -0.184 0.072 0.364
C -2.1203 -4.3388 -1.7048 1.743 -2.127 -0.766
O -1.4580 -5.3324 -1.9523 -1.429 2.247 0.594
O -1.8514 -3.5258 -0.6683 -0.162 -0.663 -0.053
C -2.9724 -2.9810 0.0025 -0.202 0.375 0.161
C -2.5862 -1.7952 0.7955 0.873 0.169 0.545
N -1.4073 -1.3476 0.8097 0.132 0.093 0.029
H -6.7010 -1.9375 -1.5375 -0.321 -0.075 0.130
H -5.1512 -2.6811 -1.6255 0.144 -0.229 -0.260
H -5.8753 -1.9557 -3.0584 0.080 -0.023 -0.324
H -5.9221 0.2362 -1.7545 -0.264 0.230 -0.346
H -5.7008 0.0647 0.4170 -0.124 0.330 0.362
H -4.8889 -1.4605 0.3605 -0.377 -0.001 -0.099
H -3.9476 -0.0056 0.1694 -0.102 0.522 -0.027
H -3.0491 0.0877 -1.6686 0.259 0.135 0.219
H -4.1079 0.9839 -2.6882 -0.006 0.441 -0.011
H -4.1800 -1.2841 -4.1184 -0.337 -0.366 0.113
H -2.4929 1.1289 -4.0406 0.183 0.287 0.166
H -3.4349 0.4637 -5.3491 -0.259 0.148 -0.180
H -1.8519 -0.1691 -5.0071 0.194 -0.167 -0.203
H -2.1360 -1.7691 -2.1232 0.172 -0.182 0.321
H -1.3847 -1.5941 -3.6574 0.364 -0.078 -0.315
H -3.4176 -3.7058 0.6791 -0.032 -0.390 0.088
H -3.7520 -2.6581 -0.6769 0.191 -0.214 -0.220
H -3.3868 -1.2971 1.3292 0.239 -0.517 0.395
H -1.3887 -0.5226 1.4039 0.226 0.168 0.015
N 3.8237 -1.9469 -0.9584 0.009 0.010 0.019
C 2.6318 -1.5364 -0.5286 0.057 0.110 -0.104
C 1.7298 -2.3427 0.1451 -0.153 0.033 -0.079
C 2.0757 -3.6633 0.3735 0.003 -0.072 -0.041
C 3.3087 -4.1147 -0.0709 -0.026 0.081 0.020
C 4.1440 -3.2184 -0.7243 0.080 -0.016 -0.017
H 2.3927 -0.4978 -0.7352 -0.055 0.015 0.044
H 0.7826 -1.9366 0.4746 -0.045 -0.083 -0.071
H 1.3960 -4.3294 0.8900 -0.022 -0.004 -0.024
H 3.6186 -5.1376 0.0887 0.069 0.005 0.009
H 5.1198 -3.5293 -1.0815 0.005 -0.045 0.035
N -1.4630 1.9016 -0.8904 0.028 -0.058 0.019
C -2.0705 2.8918 -0.2386 -0.153 -0.028 -0.038
C -1.3972 3.9732 0.3099 0.032 -0.077 -0.061
C -0.0185 4.0279 0.1770 0.028 -0.009 0.084
C 0.6290 3.0051 -0.4969 -0.278 -0.495 0.111
C -0.1377 1.9703 -1.0101 -0.094 0.001 0.042
H -3.1497 2.8064 -0.1496 -0.011 0.036 0.047
H -1.9419 4.7496 0.8291 -0.041 0.015 0.014
H 0.5435 4.8540 0.5931 0.013 -0.010 -0.020
H 1.7036 3.0068 -0.6212 -1.192 -0.513 0.275
H 0.3285 1.1495 -1.5449 0.050 -0.026 -0.014
N 2.9410 4.0131 -1.8224 0.674 0.252 -0.300
C 3.3104 2.8525 -2.3612 0.008 0.198 -0.171
C 3.9622 1.8506 -1.6589 -0.060 -0.109 -0.014
C 4.2513 2.0663 -0.3214 -0.002 -0.037 0.086
C 3.8768 3.2689 0.2554 0.125 0.116 -0.036
C 3.2239 4.2044 -0.5344 0.836 0.475 -0.173
H 3.0650 2.7226 -3.4097 0.015 -0.045 0.003
H 4.2306 0.9221 -2.1459 0.003 -0.022 0.021
H 4.7570 1.3051 0.2596 -0.005 -0.018 -0.020
H 4.0809 3.4800 1.2962 -0.022 0.024 0.013
H 2.9054 5.1546 -0.1277 0.017 -0.083 0.213
N 1.5254 6.8550 0.8184 0.087 0.377 -0.063
C 1.7659 7.4729 -0.3396 0.003 -0.102 -0.026
C 1.6670 8.8448 -0.5123 -0.001 -0.020 0.000
C 1.2966 9.6215 0.5724 -0.001 0.053 -0.012
C 1.0419 8.9971 1.7814 -0.003 -0.020 -0.006
C 1.1711 7.6186 1.8493 -0.023 -0.088 0.127
H 2.0525 6.8299 -1.1662 -0.026 0.040 -0.055
H 1.8766 9.2906 -1.4746 0.002 -0.025 -0.017
H 1.2083 10.6960 0.4772 0.000 0.002 -0.001
H 0.7493 9.5637 2.6543 -0.001 -0.019 0.019
H 0.9821 7.0914 2.7781 -0.016 0.041 0.037
N 6.4822 -6.9606 -2.7399 -0.010 -0.013 0.020
C 5.2938 -6.5528 -2.3023 0.012 0.078 -0.028
C 4.3988 -7.3715 -1.6305 -0.001 -0.038 0.005
C 4.7558 -8.6904 -1.4048 -0.017 -0.037 0.033
C 5.9886 -9.1321 -1.8550 -0.006 0.018 0.002
C 6.8109 -8.2293 -2.5127 0.074 0.004 -0.036
H 5.0496 -5.5159 -2.5046 -0.062 -0.003 0.006
H 3.4452 -6.9868 -1.2973 -0.029 0.012 -0.051
H 4.0844 -9.3626 -0.8864 -0.008 -0.003 -0.001
H 6.3083 -10.1533 -1.7010 0.021 -0.005 -0.008
H 7.7853 -8.5335 -2.8788 -0.004 -0.051 0.013
N -4.7198 2.2782 2.1587 0.021 0.022 0.015
C -3.6513 1.9552 2.8830 0.064 -0.047 -0.085
C -3.6538 1.8819 4.2675 -0.009 -0.007 0.008
C -4.8328 2.1631 4.9380 -0.004 0.002 0.049
C -5.9542 2.5024 4.1995 0.019 -0.012 -0.002
C -5.8445 2.5439 2.8177 -0.055 0.017 -0.074
H -2.7478 1.7465 2.3177 0.038 0.021 0.034
H -2.7545 1.6125 4.8039 0.020 -0.006 -0.014
H -4.8769 2.1185 6.0183 0.001 -0.001 0.007
H -6.8946 2.7297 4.6816 -0.020 0.003 -0.013
H -6.6994 2.8014 2.2020 -0.031 0.017 0.039
N 1.8625 -2.1540 5.1769 0.004 0.020 -0.021
C 2.1109 -2.3741 3.8876 -0.073 -0.064 0.002
C 3.0037 -1.6270 3.1352 0.112 0.054 0.067
C 3.6764 -0.5887 3.7579 0.009 0.026 0.007
C 3.4308 -0.3438 5.0991 -0.009 0.003 -0.020
C 2.5190 -1.1540 5.7592 -0.032 -0.011 0.073
H 1.5609 -3.1938 3.4375 0.024 0.009 -0.055
H 3.1649 -1.8539 2.0922 0.033 -0.001 0.060
H 4.3813 0.0200 3.2057 0.012 -0.003 -0.004
H 3.9337 0.4564 5.6245 -0.003 -0.001 0.025
H 2.2999 -0.9985 6.8099 0.032 0.042 0.008
```
Positions in Å, forces in eV/Å.

Results of the Löwdin charge analysis, in e, for atoms 1 through 99:
1 C -0.06
2 C -0.36
3 C -0.08
4 C -0.14
5 C -0.30
6 C -0.05
7 C -0.13
8 O -0.02
9 O 0.00
10 C -0.50
11 O 0.17
12 O 0.04
13 C -0.16
14 C -0.23
15 N 0.15
16 H 0.08
17 H 0.05
18 H 0.08
19 H 0.12
20 H 0.08
21 H 0.06
22 H 0.05
23 H 0.08
24 H 0.11
25 H 0.12
26 H 0.07
27 H 0.07
28 H 0.07
29 H 0.11
30 H 0.13
31 H 0.15
32 H 0.08
33 H 0.09
34 H 0.06
35 N 0.06
36 C -0.16
37 C -0.09
38 C -0.08
39 C -0.07
40 C -0.16
41 H 0.09
42 H 0.07
43 H 0.11
44 H 0.09
45 H 0.10
46 N 0.06
47 C -0.17
48 C -0.07
49 C -0.05
50 C -0.06
51 C -0.13
52 H 0.09
53 H 0.10
54 H 0.07
55 H 0.04
56 H 0.10
57 N 0.04
58 C -0.15
59 C -0.07
60 C -0.07
61 C -0.06
62 C -0.20
63 H 0.11
64 H 0.10
65 H 0.11
66 H 0.11
67 H 0.07
68 N 0.03
69 C -0.14
70 C -0.06
71 C -0.08
72 C -0.07
73 C -0.14
74 H 0.10
75 H 0.10
76 H 0.11
77 H 0.10
78 H 0.11
79 N 0.06
80 C -0.16
81 C -0.08
82 C -0.08
83 C -0.08
84 C -0.16
85 H 0.09
86 H 0.09
87 H 0.11
88 H 0.10
89 H 0.10
90 N 0.06
91 C -0.16
92 C -0.07
93 C -0.08
94 C -0.07
95 C -0.15
96 H 0.09
97 H 0.10
98 H 0.11
99 H 0.10